(1)
The following is a DFT calculation (the ωB97M-V functional and the def2-TZVPD basis) of 2 unconnected molecules or ions with the total composition C24H22F6N6 in a non-equilibrium geometry.

For the energy above the lowest of the compared OMol25 structures with the same formula, charge and spin, the calculation gives 0.000 eV. The calculation puts the LUMO energy at -2.282 eV. The total energy is -1855.40476 a.u. The frontier orbital gap comes out at 4.94 eV. For the HOMO energy, the calculation gives -7.226 eV.

```
58
C24H22F6N6, DFT the ωB97M-V functional and the def2-TZVPD basis
C -4.47 -2.33 4.11
N -4.87 -1.45 3.04
C -6.16 -1.69 2.42
C -6.02 -2.73 1.33
F -7.18 -3.06 0.71
F -5.15 -2.28 0.36
F -5.47 -3.89 1.85
C -4.02 -0.50 2.55
C -4.43 0.80 2.15
C -3.48 1.76 1.89
C -2.09 1.45 1.83
C -1.16 2.46 1.46
C 0.23 2.54 1.72
C 0.98 3.61 1.12
C 2.34 3.49 0.91
C 3.02 2.33 1.37
N 4.36 2.12 1.07
C 4.79 1.55 -0.18
C 5.42 2.75 1.87
C 5.65 1.96 3.12
F 6.75 2.36 3.83
F 4.56 2.07 3.95
F 5.80 0.62 2.83
C 2.32 1.41 2.19
C 0.98 1.57 2.46
C -1.71 0.09 2.08
C -2.64 -0.83 2.46
H -3.90 -1.78 4.87
H -5.37 -2.73 4.60
H -3.84 -3.16 3.76
H -6.86 -2.07 3.17
H -6.51 -0.77 1.94
H -5.49 1.05 2.12
H -3.78 2.80 1.76
H -1.53 3.22 0.76
H 0.44 4.49 0.78
H 2.90 4.26 0.39
H 4.03 1.67 -0.97
H 5.71 2.05 -0.49
H 4.99 0.47 -0.08
H 6.35 2.75 1.28
H 5.08 3.75 2.16
H 2.88 0.55 2.57
H 0.52 0.92 3.20
H -0.67 -0.24 1.97
H -2.35 -1.87 2.66
C -1.47 6.74 5.14
N -0.96 5.80 5.94
C -0.69 4.59 5.48
N -0.88 4.15 4.20
C -1.38 5.03 3.36
C -1.72 6.42 3.81
N -2.23 7.07 2.73
C -2.20 6.15 1.71
N -1.69 4.93 2.04
H -1.70 7.75 5.47
H -0.28 3.87 6.19
H -2.56 6.36 0.71
```

(2)
The following is a DFT calculation (the ωB97M-V functional and the def2-TZVPD basis) of a molecular structure, C24H22FeO8 in a non-equilibrium geometry.

For the energy above the lowest of the compared OMol25 structures with the same formula, charge and spin, the calculation gives 0.165 eV. The multiplicity is 5. The calculation puts the LUMO energy (alpha / beta) at -0.423 / -2.085 eV. The total energy is -2793.13660 a.u. The frontier orbital gap (alpha / beta) comes out at 6.05 / 5.84 eV. For the HOMO energy (alpha / beta), the calculation gives -6.470 / -7.924 eV.

```
55
C24H22FeO8, DFT the ωB97M-V functional and the def2-TZVPD basis
C 1.82 3.14 2.50
C 1.88 1.65 2.37
O 0.68 1.29 1.62
C 0.36 -0.03 1.68
C -0.50 -0.43 0.50
C -1.54 0.70 0.44
C -2.81 0.64 1.20
C -2.97 -0.08 2.39
C -4.23 -0.19 2.95
C -5.33 0.46 2.37
C -5.15 1.25 1.22
C -3.88 1.38 0.67
O -1.35 1.67 -0.29
C -1.19 -1.76 0.75
O -2.29 -2.02 0.29
O -0.45 -2.66 1.41
C -1.08 -3.97 1.46
C -0.11 -4.82 2.20
O 0.71 -0.76 2.59
H 2.79 3.52 2.82
H 1.55 3.62 1.56
H 1.08 3.43 3.26
H 2.76 1.33 1.79
H 1.86 1.14 3.35
H -2.08 -0.51 2.87
H -4.37 -0.79 3.86
H -6.33 0.36 2.81
H -5.98 1.78 0.76
H -3.70 2.03 -0.19
H -2.05 -3.88 1.99
H -1.25 -4.32 0.44
H -0.50 -5.84 2.27
H 0.85 -4.87 1.67
H 0.07 -4.45 3.21
O 4.32 2.59 -6.79
C 3.93 2.24 -5.75
Fe 3.13 1.43 -4.40
C 1.62 1.19 -5.38
O 0.54 1.03 -5.80
C 3.01 -0.18 -5.21
O 2.90 -1.30 -5.55
C 0.31 -0.55 -0.78
C 1.74 -0.84 -0.50
C 2.84 -0.53 -1.25
C 3.18 0.62 -2.02
C 2.32 1.71 -2.26
C 0.90 1.66 -2.01
C 0.08 0.63 -1.68
H -0.10 -1.42 -1.33
H 1.86 -1.57 0.32
H 3.64 -1.28 -1.18
H 4.24 0.68 -2.35
H 2.75 2.72 -2.49
H 0.40 2.63 -2.18
H -0.88 0.53 -2.21
```

(3)
The following is a DFT calculation (the ωB97M-V functional and the def2-TZVPD basis) of a single C24H22N4O2 molecule in a non-equilibrium geometry.

For the energy above the lowest of the compared OMol25 structures with the same formula, charge and spin, the calculation gives 15.964 eV. The calculation puts the LUMO energy at -0.002 eV. The total energy is -1296.71821 a.u. As for the SMILES: Cc1ccccc1Nc1nnc(-c2ccc(C(=O)NCCO)cc2)c2ccccc12. The frontier orbital gap comes out at 8.26 eV. For the HOMO energy, the calculation gives -8.262 eV.

```
52
C24H22N4O2, DFT the ωB97M-V functional and the def2-TZVPD basis
C 0.76 -4.44 1.86
C -0.45 -4.83 2.88
C -0.21 -5.66 3.92
C -1.18 -5.89 4.84
C -2.59 -5.38 4.69
C -2.68 -4.63 3.48
C -1.55 -4.19 2.63
N -2.24 -3.50 1.43
C -1.58 -2.41 0.84
N -1.75 -2.31 -0.33
N -1.21 -1.38 -1.27
C -0.52 -0.38 -0.66
C -0.21 -0.36 1.04
C 0.78 0.35 1.46
C 0.82 0.41 2.88
C 0.41 -0.55 3.63
C -0.47 -1.47 3.19
C -0.62 -1.47 1.67
H -1.13 -2.40 3.61
H 0.51 -0.64 4.66
H 1.53 1.12 3.33
H 1.44 1.18 0.79
C 0.11 0.56 -1.49
C 0.85 0.29 -2.68
C 0.88 1.24 -3.60
C 0.95 2.56 -3.09
C 0.37 3.07 -1.76
C -0.14 1.86 -1.17
H -0.46 2.31 -0.16
H 0.32 3.99 -1.57
C 1.46 3.59 -4.14
O 2.40 3.54 -4.73
N 0.80 4.74 -4.15
H -0.01 5.03 -3.45
C 1.23 6.01 -4.86
H 2.20 5.54 -5.47
H 0.33 6.17 -5.69
C 1.61 7.10 -3.97
O 0.13 7.48 -3.41
H -0.40 7.76 -4.22
H 1.90 7.96 -4.42
H 2.28 6.95 -3.27
H 1.68 1.14 -4.40
H 0.82 -0.62 -2.78
H -2.87 -3.88 0.73
H -3.80 -4.49 3.39
H -3.21 -5.81 5.35
H -0.88 -6.49 5.85
H 0.75 -5.87 4.01
H 0.38 -4.24 0.68
H 1.39 -5.19 1.83
H 1.09 -3.47 2.07
```

(4)
The following is a DFT calculation (the ωB97M-V functional and the def2-TZVPD basis) of a single C24H22N4O3 molecule.

For the energy above the lowest of the compared OMol25 structures with the same formula, charge and spin, the calculation gives 0.040 eV. The calculation puts the LUMO energy at 0.582 eV. The total energy is -1372.59156 a.u. As for the SMILES: C[C@@]12C[C@@H](NC(=O)N1c1cccc(C(=O)NCc3ccccn3)c1)c1ccccc1O2. The frontier orbital gap comes out at 9.46 eV. For the HOMO energy, the calculation gives -8.877 eV.

```
53
C24H22N4O3, DFT the ωB97M-V functional and the def2-TZVPD basis
C -0.14 2.95 -1.91
H 0.33 2.13 -2.45
H -1.18 3.04 -2.21
H 0.39 3.87 -2.15
C -0.05 2.70 -0.41
N -0.88 1.56 -0.04
C -1.42 1.38 1.21
O -1.98 0.34 1.53
N -1.35 2.44 2.07
H -1.62 2.22 3.02
C -0.43 3.54 1.86
C 0.99 3.12 2.17
C 1.52 3.24 3.44
C 2.81 2.82 3.71
C 3.58 2.28 2.69
C 3.06 2.16 1.42
C 1.76 2.57 1.15
O 1.32 2.42 -0.13
H 3.65 1.74 0.61
H 4.59 1.95 2.89
H 3.22 2.91 4.70
H 0.92 3.67 4.23
C -0.52 3.92 0.39
H -1.55 4.16 0.11
H 0.12 4.77 0.17
H -0.74 4.37 2.51
C -0.94 0.44 -0.92
C 0.21 -0.28 -1.21
C 0.13 -1.39 -2.04
C -1.08 -1.75 -2.61
C -2.23 -1.03 -2.30
C -2.16 0.05 -1.45
H -3.05 0.60 -1.19
H -3.17 -1.33 -2.73
H -1.13 -2.60 -3.27
C 1.35 -2.21 -2.33
O 1.86 -2.28 -3.44
N 1.87 -2.85 -1.26
H 2.62 -3.50 -1.48
C 1.25 -2.97 0.04
C -0.18 -3.45 -0.06
N -0.38 -4.54 -0.79
C -1.61 -4.98 -0.94
C -2.72 -4.37 -0.37
C -2.51 -3.24 0.40
C -1.23 -2.77 0.57
H -1.05 -1.88 1.16
H -3.34 -2.73 0.87
H -3.71 -4.77 -0.53
H -1.71 -5.87 -1.55
H 1.83 -3.70 0.62
H 1.28 -2.01 0.56
H 1.16 0.03 -0.80
```

(5)
The following is a DFT calculation (the ωB97M-V functional and the def2-TZVPD basis) of a single C24H22O6S molecule.

For the energy above the lowest of the compared OMol25 structures with the same formula, charge and spin, the calculation gives 0.000 eV. The calculation puts the LUMO energy at 0.032 eV. The total energy is -1777.41416 a.u. As for the SMILES: COC(=O)c1cccc(COC(=O)c2ccc(CS(=O)(=O)c3ccc(C)cc3)cc2)c1. The frontier orbital gap comes out at 9.19 eV. For the HOMO energy, the calculation gives -9.161 eV.

```
53
C24H22O6S, DFT the ωB97M-V functional and the def2-TZVPD basis
C 1.83 6.32 -1.91
H 1.45 7.31 -1.62
H 2.76 6.13 -1.37
H 1.99 6.28 -2.98
O 0.87 5.32 -1.61
C 0.51 5.22 -0.32
O 0.97 5.92 0.55
C -0.50 4.16 -0.09
C -0.98 3.36 -1.13
C -1.94 2.39 -0.88
C -2.41 2.21 0.41
C -1.93 2.99 1.45
C -0.98 3.97 1.20
H -0.59 4.59 1.99
H -2.30 2.85 2.45
H -3.15 1.45 0.60
C -2.41 1.49 -2.00
H -3.43 1.16 -1.81
H -2.34 1.99 -2.97
O -1.55 0.35 -2.10
C -1.85 -0.70 -1.34
O -2.83 -0.77 -0.63
C -0.82 -1.76 -1.40
C 0.43 -1.53 -1.98
C 1.43 -2.48 -1.86
C 1.19 -3.67 -1.17
C -0.08 -3.93 -0.68
C -1.08 -2.98 -0.79
H -2.06 -3.16 -0.37
H -0.28 -4.87 -0.18
C 2.33 -4.55 -0.81
H 3.10 -4.61 -1.57
H 2.03 -5.53 -0.46
S 3.16 -3.71 0.64
O 3.65 -4.74 1.51
O 4.11 -2.77 0.10
C 1.82 -2.81 1.43
C 0.92 -3.49 2.22
C -0.21 -2.83 2.67
C -0.45 -1.50 2.32
C 0.50 -0.83 1.56
C 1.64 -1.47 1.11
H 2.38 -0.97 0.52
H 0.34 0.21 1.31
C -1.72 -0.82 2.71
H -2.40 -0.82 1.86
H -1.53 0.21 2.99
H -2.20 -1.33 3.54
H -0.93 -3.35 3.28
H 1.12 -4.52 2.47
H 2.41 -2.29 -2.26
H 0.62 -0.60 -2.48
H -0.60 3.51 -2.13
```

(6)
The following is a DFT calculation (the ωB97M-V functional and the def2-TZVPD basis) of a molecular structure, C24H23CoN6O2S2 in a non-equilibrium geometry.

The multiplicity is 5. The calculation puts the LUMO energy (alpha / beta) at -0.002 / -2.085 eV. The total energy is -3586.55367 a.u. The frontier orbital gap (alpha / beta) comes out at 6.86 / 5.50 eV. For the HOMO energy (alpha / beta), the calculation gives -6.861 / -7.585 eV.

```
58
C24H23CoN6O2S2, DFT the ωB97M-V functional and the def2-TZVPD basis
Co 0.56 -0.62 -0.59
C 2.22 -0.62 4.78
N 1.30 -0.08 3.80
C -0.06 0.05 4.26
C 1.51 -0.24 2.44
N 0.59 -0.40 1.58
N 2.84 -0.15 2.06
C 3.36 -0.31 0.79
N 4.67 0.07 0.70
N 2.70 -0.82 -0.17
H 1.96 -0.23 5.76
H 3.25 -0.33 4.58
H 2.19 -1.72 4.82
H -0.06 0.51 5.24
H -0.59 -0.92 4.33
H -0.61 0.70 3.58
H -0.34 -0.52 1.96
H 3.43 0.35 2.71
H 5.19 0.43 1.48
H 5.15 -0.10 -0.16
H 3.23 -0.91 -1.03
O 0.63 0.01 -4.57
C 0.65 0.48 -3.44
O 0.74 -0.21 -2.38
C 0.57 1.99 -3.27
C 0.36 2.71 -4.44
C 0.28 4.09 -4.44
C 0.40 4.77 -3.23
C 0.60 4.07 -2.06
C 0.70 2.67 -2.05
S 0.97 1.96 -0.49
H 0.24 2.14 -5.35
H 0.14 4.62 -5.36
H 0.32 5.85 -3.21
H 0.68 4.59 -1.12
S -3.83 -2.02 -0.37
C -3.97 -0.29 -0.35
C -5.12 0.49 -0.33
C -4.98 1.86 -0.31
C -3.71 2.45 -0.29
C -2.57 1.68 -0.29
C -2.69 0.29 -0.34
N -1.67 -0.61 -0.36
C -2.09 -1.85 -0.38
C -1.19 -2.95 -0.37
C -1.64 -4.28 -0.40
C -0.73 -5.31 -0.34
C 0.63 -5.02 -0.28
C 1.07 -3.70 -0.29
C 0.19 -2.64 -0.32
H -6.09 0.01 -0.34
H -5.86 2.48 -0.31
H -3.63 3.53 -0.26
H -1.59 2.13 -0.26
H -2.70 -4.47 -0.49
H -1.06 -6.33 -0.36
H 1.35 -5.82 -0.23
H 2.14 -3.51 -0.26
```

Question: Which value of total energy does entry 5 give?
Answer: -1777.41416 a.u.

Question: The highest total energy belongs to which entry?
Answer: C24H22N4O2

Question: total energy of number 6 (C24H23CoN6O2S2)?
Answer: -3586.55367 a.u.